1.
19
Properties=species:S:1:pos:R:3 method="wB97M-V/def2-TZVPD" total_charge=0 e_homo_ev=-10.249 fmax_ev_per_a=4.22 homo_lumo_gap_ev=10.14 de_lowest_kcal_mol=148.6
H -0.176 -1.437 -2.487
H -1.703 -0.490 -2.568
H 1.089 0.834 2.037
C -0.439 -1.427 1.611
H -0.114 0.368 -2.131
C -1.736 0.839 0.763
N -1.037 -1.045 2.898
N -2.589 1.496 1.095
O 0.690 0.468 -0.002
C -0.610 -0.036 0.262
C 1.179 1.319 1.005
O -2.105 -1.579 3.100
O -1.067 -0.837 -0.718
H 0.637 -1.624 1.716
H 0.728 2.320 0.953
O -0.378 -0.253 3.532
H -1.098 -2.175 1.110
C -0.760 -0.599 -2.049
H 2.276 1.450 0.726

***

2.
62
Properties=species:S:1:pos:R:3 method="wB97M-V/def2-TZVPD" total_charge=0 e_homo_ev=-8.368 fmax_ev_per_a=3.38 homo_lumo_gap_ev=6.12
H 0.743 -1.084 -1.767
O -1.753 1.120 -4.094
H 3.669 -0.958 0.574
O -4.557 0.535 4.122
P -3.183 -0.405 4.229
H -0.804 -1.395 -2.544
H -3.302 -1.511 -1.185
C -0.783 0.649 0.411
H 0.697 -1.022 2.595
O -2.327 0.290 -1.432
C -2.111 3.089 -2.573
H -1.061 -1.123 1.586
H -1.592 3.677 -1.771
O -2.802 2.404 0.492
N 1.447 -1.340 1.963
C -3.200 -0.523 -0.664
S 6.522 -3.376 -2.277
C -0.549 3.474 0.987
N 7.433 -2.366 -1.483
H -5.341 0.018 4.378
C -0.347 -1.163 -1.540
C -2.931 -0.636 0.879
H 0.346 2.062 -1.545
H -4.220 -0.064 -0.763
H 1.287 1.514 0.228
H 0.556 0.770 -2.722
O -3.611 -1.922 3.730
S 6.890 -2.087 -0.031
H -2.933 3.360 0.368
F -1.716 -3.048 -0.322
O 6.976 -3.157 0.916
C 0.712 0.823 0.892
C 2.714 -0.736 -0.002
O 5.748 -1.222 0.082
H -0.423 2.588 -3.766
H -3.030 2.653 -2.108
H -4.560 -1.891 3.498
C -0.224 1.274 -2.093
H -3.112 -1.698 1.170
H -2.687 1.095 -3.822
B -1.432 2.160 0.649
C -0.937 0.230 -1.115
P -1.728 0.595 2.966
H 2.496 -1.536 -0.738
N -1.560 -0.246 1.354
O 0.430 -3.016 -0.327
H -0.483 0.422 3.656
O 5.131 -3.043 -2.416
H 0.342 3.569 0.323
C -1.142 1.998 -3.128
H -2.413 3.830 -3.353
C 1.563 -0.476 1.021
F 8.054 -1.130 0.493
F 6.485 -4.663 -1.341
O -2.744 -0.345 5.633
H -1.177 4.393 1.021
H -3.663 0.041 1.396
C -0.512 -2.420 -0.669
H -0.133 3.301 2.020
O 7.153 -3.893 -3.452
H 0.786 1.302 1.907
H 2.905 0.256 -0.495

***

3.
13
Properties=species:S:1:pos:R:3 method="wB97M-V/def2-TZVPD" total_charge=0 e_homo_ev=-10.268 smiles="C#CC(=O)[C@@H](C)O" fmax_ev_per_a=0.81 homo_lumo_gap_ev=10.13 de_lowest_kcal_mol=60.2
C 0.232 -0.686 0.025
H -0.143 -0.779 1.057
C 0.050 1.691 0.734
H 2.108 -0.342 0.282
O 1.584 -1.101 -0.015
H -0.158 2.868 2.651
C 0.219 0.808 -0.402
C -0.674 -1.471 -0.905
H -0.222 -1.517 -1.896
H -0.951 -2.485 -0.588
H -1.599 -0.888 -0.951
C -0.049 2.236 1.803
O 0.420 1.223 -1.522

***

4.
64
Properties=species:S:1:pos:R:3 method="wB97M-V/def2-TZVPD" total_charge=0 e_homo_ev=-9.263 fmax_ev_per_a=0.33 homo_lumo_gap_ev=7.83 de_lowest_kcal_mol=3.5
N 0.704 0.444 0.502
O -3.830 1.750 -2.184
In -0.369 2.252 0.186
O 0.101 2.884 -1.819
N -0.148 4.263 3.959
O 1.434 1.759 -4.214
H 0.646 -0.084 -0.359
C 3.116 1.858 -2.567
H 2.765 1.545 3.490
C -0.073 -2.223 0.411
C -0.251 1.833 -2.459
C 3.934 -0.111 -1.518
N -3.592 0.569 -2.095
H 0.240 -1.066 3.936
O -4.840 -3.807 -0.133
C 1.483 -2.613 2.263
H -3.169 -1.738 2.676
C 2.200 -0.294 -3.193
H -0.464 0.885 -4.362
C 0.915 -0.314 1.569
C -3.253 -1.254 1.715
H 1.999 -3.263 1.554
O -2.441 1.931 0.129
N -2.105 0.632 2.680
O -1.299 1.545 2.498
N 1.370 0.223 2.714
C 1.286 -1.136 -4.037
C 3.071 -0.884 -2.279
O -2.359 0.194 3.778
H 1.302 -0.803 -5.075
C 2.003 1.534 2.710
C -2.763 0.026 1.528
H -0.867 -1.549 0.093
H 0.864 -3.229 2.918
C 2.229 1.093 -3.309
C -3.823 -1.905 0.647
N 0.667 -1.653 1.528
H 1.286 2.325 2.933
O -4.118 -3.808 1.897
H 0.253 -1.079 -3.678
Se 0.148 4.609 1.004
H 0.392 0.592 4.517
H 4.671 1.855 -1.080
C -0.058 4.373 2.816
C 3.980 1.263 -1.663
O -3.490 -0.204 -3.029
C -3.475 -0.012 -0.750
H -0.525 -3.159 0.739
H 1.771 -0.521 4.649
H 1.592 -2.180 -4.003
C 0.029 1.772 -3.949
Cl 4.972 -0.886 -0.354
O -0.730 0.845 -1.872
H 0.576 -2.434 -0.445
C 0.922 -0.227 4.029
H -0.352 2.664 -4.443
H 2.480 1.713 1.750
H 2.231 -2.098 2.857
N -4.291 -3.283 0.815
H 3.106 2.930 -2.707
C -3.927 -1.295 -0.596
H 3.087 -1.961 -2.175
C -2.865 0.739 0.296
H -4.345 -1.828 -1.438

***

5.
112
Properties=species:S:1:pos:R:3 method="wB97M-V/def2-TZVPD" total_charge=-1 e_homo_ev=-4.478 fmax_ev_per_a=9.78 homo_lumo_gap_ev=6.27
H 13.725 -0.602 1.991
Si 4.782 -2.403 -2.164
H 2.230 -2.246 -1.755
H 4.008 0.425 -6.625
N 4.283 0.275 -3.207
H -3.641 2.538 1.606
H -8.739 5.975 2.322
C -2.222 -0.075 -0.859
N 4.629 0.282 -5.797
H 3.005 -3.646 -0.729
C -2.251 -3.395 -4.376
C -2.671 2.219 -0.293
C 4.630 -3.607 -3.657
H -2.883 -1.844 -3.018
H -6.792 -2.250 -2.995
H -8.190 -1.363 1.687
C -1.575 -2.310 3.688
H 4.094 -3.177 -4.603
C -0.887 4.975 2.806
H -1.312 -3.575 -3.857
H -7.759 5.978 4.603
F -2.439 -0.159 4.125
H 5.405 -0.393 -5.993
H 1.452 -3.583 4.572
B 3.811 -0.186 -4.569
C 1.921 0.690 -1.557
H 10.012 1.547 1.646
H -1.363 6.976 3.447
C -0.955 3.624 3.128
C -5.862 5.180 3.963
C 12.462 -1.164 0.338
C -7.099 -2.049 -1.971
C -3.300 0.443 1.228
H -2.494 -2.574 3.174
C 5.329 -0.614 -2.591
H 13.132 -1.931 -0.036
H 6.237 -2.468 -0.073
H -0.625 -4.218 3.369
F -1.730 -0.982 -1.714
C -0.275 -0.672 4.909
H 5.973 -4.273 -0.768
C -7.168 5.628 3.760
H -5.248 -2.750 -1.100
H -2.837 -1.561 0.561
H -0.190 0.326 5.326
C 3.179 -2.552 -1.106
C -2.154 1.276 -1.180
H -4.093 4.366 3.023
O 2.618 -1.003 -4.868
C 3.158 0.635 -2.269
C 10.381 0.056 0.134
H 2.368 -1.610 -4.111
F -4.934 4.306 0.568
C -8.756 -1.250 -0.397
H 12.154 1.129 2.830
H -2.630 3.277 -0.540
H -5.583 -2.741 -6.250
C -3.773 -3.889 -6.172
F -4.081 -4.598 -7.266
H -7.369 5.187 0.389
H -2.375 6.237 5.592
H 1.016 0.796 -0.821
C 11.264 -0.916 -0.323
H 7.233 -3.017 -1.610
C 0.639 -2.866 4.479
C -6.960 5.186 1.394
H -9.735 -0.822 -0.198
C -5.107 4.726 2.882
F -0.463 2.717 2.273
H 3.319 -1.813 -0.180
C 11.904 0.553 1.942
C -6.234 -2.335 -0.916
H 1.675 -1.316 5.562
C 12.786 -0.422 1.473
O 7.504 0.476 -1.309
H -3.741 0.122 2.168
C 0.766 -1.592 5.033
C -1.974 5.502 4.898
C -1.526 3.199 4.322
F 10.956 -1.625 -1.417
C -1.437 -1.041 4.240
C -0.530 -3.226 3.803
C -6.641 -2.084 0.390
C 6.064 0.057 -1.248
C -7.720 5.629 2.477
C -2.575 -4.137 -5.511
H 9.454 0.232 -0.402
H 3.954 -4.518 -3.286
H -9.031 -1.276 -2.535
C -8.357 -1.504 -1.712
H -1.570 2.138 4.548
C -2.033 4.142 5.215
H -5.025 -1.426 -4.203
C -3.241 1.803 0.911
C 10.699 0.791 1.276
H -1.699 1.583 -2.116
C -4.337 -2.182 -4.573
H -0.432 5.282 1.870
H 5.685 -4.032 -3.932
O 5.466 0.219 -0.064
C -2.793 -0.500 0.336
H -1.905 -4.904 -5.884
C -7.895 -1.546 0.659
C -4.656 -2.917 -5.715
H -2.474 3.821 6.155
H -5.433 5.184 4.962
H 6.210 -0.708 -3.390
C 6.218 -3.141 -1.041
C -3.133 -2.420 -3.906
F -5.812 -2.364 1.404
C -1.404 5.918 3.694
C -5.662 4.736 1.607

***

6.
9
Properties=species:S:1:pos:R:3 method="wB97M-V/def2-TZVPD" total_charge=0 e_homo_ev=-6.144 fmax_ev_per_a=5.02 homo_lumo_gap_ev=3.62 de_lowest_kcal_mol=26.2
F -2.514 -0.463 0.082
F -0.620 1.648 -0.767
F 0.563 -1.076 1.325
Sr 1.187 1.513 1.423
F -1.122 1.296 1.938
Li -0.563 -0.303 -0.036
F 0.686 -0.989 -1.713
Li 1.277 0.927 -1.942
Li 1.106 -2.552 -0.310

***

7.
73
Properties=species:S:1:pos:R:3 method="wB97M-V/def2-TZVPD" total_charge=+2 e_homo_ev=-12.966 fmax_ev_per_a=0.64 homo_lumo_gap_ev=6.60
C 4.057 -1.357 0.382
C -3.447 2.008 -0.880
C -2.961 -1.907 1.216
H 4.305 1.482 -0.364
N -0.373 -0.347 -0.896
C 3.717 -0.312 -4.908
C 2.737 -0.895 0.999
H -2.195 2.144 4.668
H -0.653 -2.952 -1.684
H -2.622 2.713 -1.010
H 4.325 -2.317 0.824
C 0.425 -1.064 -3.142
H -0.522 -1.527 -3.386
H 1.529 -2.402 0.003
H 1.260 -1.452 -5.063
Al -0.141 1.220 0.004
P 2.144 0.611 0.132
H -3.272 1.129 -1.507
H 4.876 -0.665 0.577
H -3.719 2.523 1.190
C 2.655 -0.372 -3.846
C 1.686 -2.003 1.006
H 4.465 0.446 -4.680
C 2.854 0.174 -2.587
H -0.137 3.566 -3.513
H 0.724 -1.673 1.399
H -2.877 0.097 3.357
H -3.606 -1.625 2.042
H -0.617 -0.862 3.165
H 2.044 -2.818 1.635
H -4.411 -3.841 2.272
C 3.844 2.149 1.637
H 2.967 3.071 -1.595
H -4.347 2.502 -1.246
H 2.912 -0.569 2.029
C -2.983 -3.221 0.784
C 0.621 -0.498 -1.884
C 2.975 3.166 -0.509
C -2.075 0.762 3.025
H -0.660 0.217 4.560
H 4.614 2.920 1.669
H -5.758 1.338 0.485
H 0.105 0.758 3.072
C -0.733 0.178 3.473
P -2.134 0.756 1.203
C -4.882 0.759 0.779
H 4.247 1.264 2.128
H -3.264 -5.094 1.799
C 1.432 -1.005 -4.091
H 2.993 2.508 2.221
C 1.863 0.114 -1.605
H 3.969 -1.508 -0.695
H -4.845 -0.137 0.160
H 3.804 0.649 -2.368
H 1.973 3.460 -0.177
H 4.229 -1.271 -4.997
H -3.290 2.556 3.359
C 3.447 1.886 0.180
C -2.147 -3.551 -0.286
C -1.283 -1.306 -0.448
H 3.637 3.991 -0.248
N -0.139 3.056 -2.645
H -4.580 -4.658 0.720
H 3.285 -0.084 -5.882
C -3.632 1.617 0.584
C -1.310 -2.630 -0.889
H -1.556 2.874 3.200
H -2.138 -4.573 -0.648
H -5.025 0.457 1.818
C -2.298 2.168 3.583
C -0.085 2.409 -1.702
C -2.142 -0.947 0.612
C -3.858 -4.257 1.431

***

8.
82
Properties=species:S:1:pos:R:3 method="wB97M-V/def2-TZVPD" total_charge=0 e_homo_ev=-9.888 smiles="COC(=O)OC.O=C1OCCO1.O=C1OCCO1.O=C1OCCO1.O=C1OCCO1.O=C1OCCO1.O=C1OCCO1.O=C1OCCO1" fmax_ev_per_a=7.03 homo_lumo_gap_ev=9.56 de_lowest_kcal_mol=79.8
H -1.560 0.233 -0.296
H -2.736 5.050 0.187
C 3.616 1.616 -2.546
O -0.004 1.078 0.612
O -3.307 4.075 2.510
H -2.898 0.673 4.090
C -0.103 6.188 0.568
O 1.603 -0.144 -0.100
O -1.328 -6.001 2.852
H 3.001 0.081 5.241
H 0.122 -6.275 -0.018
O 3.486 -0.629 3.384
H -1.769 0.295 2.686
O 2.563 3.313 -1.383
O -0.072 -2.951 -2.632
H -0.221 1.688 3.272
O 0.229 -5.356 4.509
O 0.123 4.889 0.700
O -1.277 6.487 0.003
H 1.023 -6.519 -1.556
O -1.673 0.862 -2.841
H -0.607 -6.825 -1.532
C 5.141 0.296 4.616
H -3.632 0.963 -6.577
C -2.769 3.110 2.954
O -1.746 3.125 3.825
O -3.016 1.932 2.590
O 2.079 1.555 1.278
H -0.969 1.639 4.914
H 5.310 1.357 4.434
H -3.208 -0.711 -6.107
H -4.974 1.394 -4.949
H -0.622 -1.330 -3.794
C 3.854 3.330 -1.110
O 4.444 4.259 -0.577
C 1.304 0.892 0.635
H -1.145 -3.577 1.159
H -2.145 5.152 -1.476
C 3.646 0.334 4.399
C -0.786 4.154 -0.143
H -2.270 -5.735 0.999
O -3.868 0.540 -3.555
H -3.196 -5.334 2.431
C -1.122 1.867 3.859
H 0.963 -1.959 -4.099
H 1.488 1.701 -2.083
C -2.221 1.053 3.325
C 2.285 2.381 -2.383
C 0.113 -6.130 -1.099
H 3.986 1.781 -3.559
C -2.547 0.722 -3.692
C -0.050 -2.258 -3.832
C 0.404 -0.792 -0.537
H -2.663 -3.334 2.208
H -0.333 3.639 -0.990
O 0.684 7.043 0.954
C -1.851 5.210 -0.428
O -0.914 -3.903 3.170
C 4.538 -1.022 2.874
C -1.733 -3.873 2.028
O 1.003 -4.769 -3.497
H 2.015 2.848 -3.330
H 0.509 -1.834 -0.233
C -0.572 -5.143 3.546
C -0.709 -0.120 0.286
O 5.574 -0.451 3.474
O 4.623 -1.767 1.880
O -0.063 -4.799 -1.345
H -1.179 -0.703 1.078
C -4.532 0.411 -4.782
C 0.403 -4.206 -2.570
C -2.195 -5.312 2.001
H 3.316 1.254 3.916
O 4.453 2.360 -1.670
C -3.356 0.309 -5.750
H 3.595 0.565 -2.259
H 5.446 -0.080 5.593
H -5.227 -0.419 -4.912
O -2.234 0.737 -5.059
H -1.261 3.429 0.519
H -0.450 -2.849 -4.655
H 0.174 -0.762 -1.602